(1)
{
  "formula": "CFN3O3",
  "method": "ωB97M-V with the def2-TZVPD basis set",
  "symbols": ["C", "N", "N", "N", "O", "O", "O", "F"],
  "positions_angstrom": [[0.636, 0.601, 1.021], [0.744, -0.664, 1.198], [-0.484, 0.503, -0.451], [-0.256, -0.627, -0.932], [0.691, -1.448, 0.081], [-0.683, -1.217, -1.832], [0.952, 1.732, 1.046], [-1.601, 1.119, -0.131]],
  "lumo_ev": [-2.32, -2.32],
  "homo_lumo_gap_ev": [7.70, 7.70],
  "e_homo_ev": [-10.02, -10.02]
}


(2)
{
  "formula": "CFN4S",
  "method": "ωB97M-V with the def2-TZVPD basis set",
  "symbols": ["N", "N", "N", "C", "S", "N", "F"],
  "positions_angstrom": [[0.905, 0.399, -2.113], [1.231, 0.067, -1.078], [1.219, -0.320, 0.052], [-0.076, -0.217, 0.717], [-0.236, -0.828, 2.302], [-0.851, 0.344, -0.148], [-2.192, 0.555, 0.267]],
  "charge": -1,
  "lumo_ev": 3.98,
  "smiles": "[N-]=[N+]=NC(=S)[N-]F",
  "homo_lumo_gap_ev": 7.79,
  "e_homo_ev": -3.81
}


(3)
{
  "formula": "CFNS",
  "method": "ωB97M-V with the def2-TZVPD basis set",
  "symbols": ["C", "N", "F", "S"],
  "positions_angstrom": [[0.791, 0.184, 0.039], [1.739, -0.474, -0.014], [-1.973, -0.824, 0.000], [-0.558, 1.114, -0.024]],
  "lumo_ev": [-4.74, -4.74],
  "homo_lumo_gap_ev": [6.87, 6.87],
  "e_homo_ev": [-11.61, -11.61]
}


(4)
{
  "formula": "CH10BaN3O3",
  "method": "ωB97M-V with the def2-TZVPD basis set",
  "symbols": ["C", "Ba", "N", "N", "H", "H", "H", "H", "H", "H", "H", "H", "H", "H", "O", "N", "O", "O"],
  "positions_angstrom": [[2.606, 1.257, -1.166], [0.244, 0.114, -0.150], [-1.547, -1.016, 1.188], [0.804, -2.200, -0.925], [-2.401, -0.717, 0.596], [2.254, 0.947, -0.175], [2.944, 2.278, -1.037], [1.859, 1.225, -1.962], [3.511, 0.640, -1.297], [-0.007, -2.583, -1.435], [1.097, -2.788, -0.128], [1.583, -1.981, -1.543], [-1.416, -2.027, 1.355], [-1.552, -0.370, 2.023], [-3.580, 1.781, 0.514], [-2.600, 1.852, 1.220], [-2.371, 2.302, 2.320], [-1.429, 1.284, 0.601]],
  "charge": -1,
  "lumo_ev": 2.42,
  "homo_lumo_gap_ev": 2.93,
  "e_homo_ev": -0.50
}


(5)
{
  "formula": "CH10N2O3",
  "method": "ωB97M-V with the def2-TZVPD basis set",
  "symbols": ["H", "N", "C", "N", "H", "H", "H", "O", "H", "H", "O", "H", "H", "O", "H", "H"],
  "positions_angstrom": [[-3.329, 1.341, 0.236], [-2.870, 0.881, -0.545], [-3.196, -0.352, -0.628], [-2.554, -1.210, -1.465], [-3.832, -0.894, 0.081], [-3.166, -1.815, -1.994], [-1.839, -0.864, -2.091], [4.730, 0.134, 3.673], [4.304, -0.541, 4.190], [5.024, 0.858, 4.226], [-1.354, 1.144, -2.826], [-1.742, 1.756, -2.171], [-0.420, 1.108, -2.529], [3.091, -0.699, 0.711], [3.316, -0.366, -0.147], [3.836, -0.482, 1.279]],
  "lumo_ev": 0.81,
  "smiles": "[H]/N=C/N.O.O.O",
  "homo_lumo_gap_ev": 10.20,
  "e_homo_ev": -9.39
}


(6)
{
  "formula": "CH10N2O3",
  "method": "ωB97M-V with the def2-TZVPD basis set",
  "symbols": ["N", "C", "N", "H", "H", "H", "H", "H", "H", "O", "H", "H", "O", "H", "H", "O"],
  "positions_angstrom": [[0.761, 0.421, 2.018], [-0.237, 1.248, 2.325], [-1.037, 1.716, 1.383], [0.795, -0.428, 2.589], [1.056, 0.240, 1.055], [-0.393, 1.511, 3.383], [-1.782, 2.367, 1.663], [-0.350, -1.214, -3.422], [0.017, -0.325, -2.234], [0.264, -1.148, -2.676], [-0.336, 1.160, -0.880], [-1.833, 1.109, -0.811], [-1.108, 0.895, -1.397], [0.919, -2.164, -1.438], [0.818, -2.314, 0.114], [1.375, -2.537, -0.653]],
  "charge": 1,
  "multiplicity": 2,
  "s2": 0.785,
  "lumo_ev": [-5.60, -10.05],
  "homo_lumo_gap_ev": [8.29, 3.82],
  "e_homo_ev": [-13.89, -13.87]
}


Number 1: electronic energy -527.59369 Eh. Number 2: electronic energy -755.11357 Eh. Number 3: electronic energy -590.75532 Eh. Number 4: electronic energy -459.37824 Eh. Number 5: electronic energy -379.31235 Eh. Number 6: electronic energy -378.94719 Eh.